Here is a 10-piece molecular cluster, C28H67NO19S9 overall from the OMol25 dataset. Energies are from ωB97M-V/def2-TZVPD.

Each line ends with the Löwdin charge.
Atoms and positions in Å:
1 O -1.9305 2.8014 -3.8353  -0.279
2 S -1.2791 3.9818 -3.2904  0.526
3 O -1.9039 4.6436 -2.2274  -0.263
4 O 0.1674 3.5995 -2.8113  -0.299
5 C 1.0376 4.4582 -2.1189  -0.259
6 C 0.9646 4.2624 -0.6052  -0.064
7 C -0.9008 5.1251 -4.5911  -0.122
8 H 0.8336 5.5043 -2.3674  0.120
9 H 2.0420 4.1677 -2.3268  0.114
10 H -0.0139 4.4426 -0.1751  0.072
11 H 1.6461 4.9838 -0.1690  0.074
12 H 1.3162 3.1980 -0.3422  0.089
13 H -0.0720 4.6222 -5.0580  0.061
14 H -0.5674 6.1714 -4.1861  0.113
15 H -1.8592 5.2215 -5.1266  0.078
16 O -3.5495 -3.7326 0.1040  -0.292
17 S -3.8150 -3.4397 -1.3013  0.611
18 O -2.8515 -3.7551 -2.2945  -0.277
19 O -5.1849 -4.1271 -1.8680  -0.261
20 C -6.3591 -4.1236 -0.9615  -0.252
21 C -7.5214 -4.7732 -1.6643  -0.072
22 C -4.3498 -1.7471 -1.4324  -0.112
23 H -6.5237 -3.1030 -0.6764  0.091
24 H -6.2120 -4.7449 -0.0761  0.119
25 H -7.2392 -5.7826 -1.9409  0.078
26 H -7.7690 -4.2097 -2.6222  0.106
27 H -8.3505 -4.7518 -0.9772  0.073
28 H -4.9013 -1.6156 -2.3273  0.051
29 H -3.4619 -1.0924 -1.4601  0.059
30 H -4.9174 -1.6646 -0.5570  0.040
31 O -0.2412 -1.6145 1.4318  -0.299
32 S -0.7789 -0.5267 0.6533  0.617
33 O -1.1950 -0.7419 -0.6940  -0.282
34 O -2.1035 -0.0424 1.5316  -0.243
35 C -2.9919 0.9139 0.8419  -0.256
36 C -4.0265 1.3691 1.8035  -0.067
37 C 0.2360 0.8923 0.8290  -0.114
38 H -3.4456 0.4502 -0.0203  0.083
39 H -2.4375 1.7871 0.4374  0.122
40 H -4.4619 2.2932 1.4825  0.071
41 H -3.5383 1.6206 2.7463  0.088
42 H -4.8760 0.7018 1.9384  0.080
43 H 1.0984 0.8434 0.1945  0.042
44 H 0.4013 0.8722 1.9420  0.073
45 H -0.3303 1.7542 0.3846  0.077
46 O -0.0470 3.8556 4.7697  -0.282
47 S 0.9552 2.8295 4.7422  0.630
48 O 1.4854 2.4309 6.0172  -0.285
49 O 0.2513 1.4084 4.1433  -0.318
50 C -0.3316 0.5478 5.1842  -0.225
51 C -1.1464 1.3199 6.2992  -0.074
52 C 2.0796 3.0246 3.4136  -0.120
53 H 0.4605 0.0029 5.7237  0.117
54 H -0.9493 -0.0765 4.5857  0.098
55 H -1.8618 0.6520 6.7873  0.073
56 H -1.6299 2.1379 5.7664  0.059
57 H -0.3832 1.7671 7.0139  0.083
58 H 2.5852 2.0820 3.2364  0.025
59 H 2.8148 3.7289 3.8563  0.092
60 H 1.4858 3.3345 2.5810  0.056
61 C 5.9564 2.7511 2.3766  -0.076
62 C 6.3991 1.5137 1.9719  -0.077
63 C 6.3920 1.1280 0.6268  0.016
64 C 5.9456 2.0884 -0.2804  -0.124
65 C 5.4355 3.3430 0.1133  -0.011
66 C 5.4201 3.6374 1.4463  -0.088
67 N 6.1537 1.8222 -1.7180  -0.375
68 O 6.1764 2.7563 -2.5153  0.055
69 O 6.2156 0.6934 -2.0201  0.100
70 H 6.0799 3.0439 3.4269  0.120
71 H 6.9251 0.8792 2.7062  0.122
72 H 6.8844 0.2247 0.2909  0.103
73 H 5.1014 4.0303 -0.6668  0.118
74 H 5.0986 4.6137 1.7795  0.106
75 C 5.9974 -3.7331 -2.2749  -0.241
76 S 5.7790 -3.2345 -0.4996  0.831
77 O 6.8587 -2.2514 -0.1409  -0.565
78 C 4.3569 -2.1557 -0.8683  -0.246
79 H 5.2303 -4.3837 -2.7381  0.068
80 H 6.9304 -4.2066 -2.2122  0.006
81 H 6.1637 -2.7999 -2.8664  0.065
82 H 3.3914 -2.6636 -1.0915  0.044
83 H 4.6214 -1.4686 -1.6666  0.039
84 H 4.2270 -1.6982 0.0891  -0.024
85 C 2.1319 -2.0918 3.0662  -0.211
86 S 3.4280 -0.9290 2.5276  0.804
87 O 3.2744 0.1879 3.4985  -0.550
88 C 4.8272 -1.8683 2.8642  -0.308
89 H 1.2527 -1.4804 3.2416  0.030
90 H 2.5315 -2.6144 3.9182  0.052
91 H 2.0734 -2.8359 2.2075  0.055
92 H 5.1552 -2.0253 3.9048  0.078
93 H 5.7305 -1.3944 2.4067  0.045
94 H 4.7665 -2.8690 2.3723  0.071
95 C 0.1856 -1.0063 -3.6624  -0.236
96 S 0.9739 0.6241 -3.5652  0.826
97 O 1.3225 0.7202 -2.1001  -0.565
98 C 2.5303 0.2855 -4.4672  -0.245
99 H 0.0890 -1.1765 -4.7488  0.062
100 H -0.7621 -0.9338 -3.0751  0.057
101 H 0.8519 -1.7602 -3.2676  0.019
102 H 3.2646 1.0792 -4.2267  0.054
103 H 2.3460 0.1273 -5.5210  0.038
104 H 2.8829 -0.7421 -4.0175  0.084
105 C 0.5981 -3.5605 -1.3129  -0.274
106 S 1.0024 -5.0597 -0.4153  0.850
107 O 2.3937 -4.8289 0.2312  -0.588
108 C -0.0013 -4.7668 0.9920  -0.274
109 H -0.3440 -3.6207 -1.8897  0.054
110 H 1.3775 -3.4545 -2.0583  0.027
111 H 0.6017 -2.7724 -0.5068  0.052
112 H 0.3103 -3.7908 1.3933  0.017
113 H 0.1715 -5.6391 1.6222  0.057
114 H -1.0735 -4.6584 0.7591  0.058
115 C -7.5418 1.2106 -0.6853  -0.267
116 S -8.0233 0.4976 -2.2821  0.815
117 O -7.2445 -0.7384 -2.4865  -0.549
118 C -9.7318 0.0074 -1.8906  -0.239
119 H -6.5652 1.6526 -0.6810  0.029
120 H -7.5969 0.3584 0.0653  0.076
121 H -8.2637 1.9813 -0.3637  0.056
122 H -10.2318 -0.0006 -2.8105  0.022
123 H -10.3585 0.7003 -1.3025  0.068
124 H -9.6267 -0.8831 -1.3386  0.035

Values from the calculation:
Frontier orbital gap: 8.48 eV
Total energy: -168021.6784 eV
Lowest unoccupied orbital energy: -0.15 eV

---

Here is a 10-piece molecular cluster, C28H68Cl4N6O14P2 overall from the OMol25 dataset. Energies are from ωB97M-V/def2-TZVPD.

Each line ends with the Löwdin charge.
Atoms and positions in Å:
1 C -1.3928 5.1030 -0.4972  0.001
2 C -0.3698 4.8376 -1.5800  -0.551
3 O -0.6470 5.0366 -2.7582  0.013
4 N 0.7850 4.2555 -1.1803  0.014
5 C 1.7176 3.6346 -2.1018  -0.089
6 H -2.2005 4.3722 -0.5495  0.078
7 H -1.8122 6.1028 -0.5617  0.083
8 H -0.9359 4.9263 0.4819  0.069
9 H 0.9538 4.1735 -0.1825  0.064
10 H 2.7405 3.8263 -1.7898  0.082
11 H 1.5817 4.0504 -3.1022  0.075
12 H 1.4012 2.6002 -2.2323  0.036
13 C -7.1640 -3.7862 -0.1921  -0.007
14 C -6.0062 -3.1352 -0.9364  -0.568
15 O -6.2283 -2.5024 -1.9543  0.037
16 N -4.8111 -3.2888 -0.3553  0.011
17 C -3.5758 -2.6761 -0.8047  -0.058
18 H -7.9348 -3.0850 0.1194  0.081
19 H -6.8737 -4.4555 0.6163  0.068
20 H -7.6678 -4.3832 -0.9590  0.084
21 H -4.7012 -3.8546 0.4664  0.127
22 H -3.8057 -2.1176 -1.7133  0.078
23 H -2.8344 -3.4300 -1.0694  0.073
24 H -3.1946 -1.9538 -0.0787  0.072
25 C 2.9268 5.3849 2.6039  0.015
26 C 2.6902 4.0381 1.9214  -0.515
27 O 1.5897 3.7381 1.4713  -0.008
28 N 3.7806 3.2487 1.7923  0.019
29 C 3.7405 1.9000 1.2745  -0.049
30 H 3.0939 6.1465 1.8442  0.089
31 H 3.7766 5.3263 3.2829  0.077
32 H 2.0346 5.6142 3.1806  0.085
33 H 4.6406 3.7696 1.8520  0.136
34 H 2.8678 1.3760 1.6642  0.074
35 H 4.5796 1.2813 1.5906  0.081
36 H 3.7088 1.8807 0.1834  0.085
37 C 0.8785 -4.9647 -1.8605  0.005
38 C -0.1932 -4.1606 -2.5648  -0.549
39 O -1.2945 -4.6367 -2.8012  0.037
40 N 0.1094 -2.8834 -2.8338  0.002
41 C -0.7834 -1.9497 -3.4654  -0.096
42 H 1.0025 -4.4886 -0.8853  0.072
43 H 1.8540 -4.9788 -2.3400  0.042
44 H 0.4720 -5.9680 -1.7752  0.086
45 H 1.0325 -2.5241 -2.6660  0.094
46 H -1.1760 -2.2309 -4.4419  0.109
47 H -0.3274 -0.9614 -3.5620  0.041
48 H -1.6196 -1.7061 -2.7979  0.085
49 C -2.6387 -3.5222 5.0285  0.018
50 C -1.8948 -2.2169 5.3177  -0.518
51 O -2.3046 -1.1932 4.7926  0.023
52 N -0.7916 -2.2738 6.0897  0.021
53 C 0.0468 -1.1167 6.3109  -0.070
54 H -2.0515 -4.4105 5.2483  0.074
55 H -2.9201 -3.4511 3.9788  0.073
56 H -3.5924 -3.4683 5.5529  0.089
57 H -0.3607 -3.1777 6.1839  0.131
58 H 0.7178 -1.2375 7.1610  0.085
59 H -0.5376 -0.2194 6.4936  0.091
60 H 0.7104 -0.9202 5.4652  0.066
61 C 0.2204 -0.7150 2.5416  0.017
62 C 0.8057 -0.9589 1.1943  -0.509
63 O 1.4333 -1.9980 0.9698  -0.016
64 N 0.6708 -0.0002 0.2494  0.053
65 C -0.2435 1.1322 0.3205  -0.038
66 H 0.6910 -1.4068 3.2325  0.090
67 H -0.8656 -0.7514 2.4476  0.070
68 H 0.4784 0.2739 2.9349  0.047
69 H 0.9726 -0.2396 -0.6926  0.088
70 H 0.3209 2.0526 0.4927  0.062
71 H -0.9276 1.0236 1.1612  0.046
72 H -0.8133 1.2399 -0.6016  0.087
73 C 5.6470 -1.2506 -3.1477  -0.088
74 O 4.5537 -0.6929 -2.4249  -0.257
75 P 3.1193 -0.3902 -3.0576  0.402
76 O 2.1548 0.2995 -2.1830  -0.229
77 O 3.4616 0.3849 -4.4169  -0.223
78 C 3.5185 1.8143 -4.3592  -0.089
79 O 2.6996 -1.8304 -3.5674  -0.224
80 C 1.9675 -1.9754 -4.8037  -0.065
81 H 6.0916 -2.0865 -2.6111  0.069
82 H 6.4273 -0.4863 -3.1705  0.095
83 H 5.3650 -1.5302 -4.1610  0.090
84 H 3.5912 2.1769 -3.3358  0.068
85 H 2.6118 2.1513 -4.8606  0.050
86 H 4.3575 2.2362 -4.9119  0.095
87 H 1.1063 -2.6327 -4.6818  0.072
88 H 2.6501 -2.4187 -5.5231  0.103
89 H 1.5521 -1.0286 -5.1446  0.083
90 C -3.8444 3.4371 2.1401  -0.092
91 O -2.6203 2.7471 2.3849  -0.239
92 P -2.4357 1.9499 3.7780  0.387
93 O -2.7610 2.7074 4.9880  -0.218
94 O -0.9896 1.3341 3.6307  -0.276
95 C 0.1887 2.0580 4.0033  -0.070
96 O -3.3957 0.6791 3.6370  -0.211
97 C -3.3332 -0.2120 2.5316  -0.117
98 H -4.4903 2.8683 1.4693  0.091
99 H -3.5591 4.4095 1.7431  0.082
100 H -4.4204 3.5845 3.0577  0.088
101 H 0.9061 2.0398 3.1889  0.063
102 H 0.5937 1.5696 4.8899  0.092
103 H -0.0439 3.0826 4.2937  0.100
104 H -4.2746 -0.2635 1.9835  0.095
105 H -2.9807 -1.2002 2.8198  0.064
106 H -2.6279 0.1950 1.7942  0.060
107 Cl 4.3663 -4.4737 -1.2036  0.560
108 C 3.8492 -3.6465 0.3055  -0.631
109 C 4.0428 -2.1516 0.3088  -0.650
110 Cl 5.7756 -1.7803 0.5010  0.568
111 H 4.3662 -4.1842 1.0973  0.063
112 H 2.8008 -3.9131 0.4345  0.043
113 H 3.4156 -1.6662 1.0505  0.055
114 H 3.7137 -1.7895 -0.6618  0.032
115 Cl -2.5730 1.6543 -6.7099  0.534
116 C -2.7407 1.6716 -4.9306  -0.634
117 C -1.5944 0.9787 -4.2255  -0.644
118 Cl -0.0416 1.7488 -4.6210  0.641
119 H -3.6969 1.2155 -4.6857  0.076
120 H -2.7687 2.7264 -4.6672  0.066
121 H -1.5485 -0.0854 -4.4505  0.026
122 H -1.6876 1.0215 -3.1402  0.072

Values from the calculation:
Frontier orbital gap: 9.27 eV
Total energy: -136419.0179 eV
Structure (SMILES): COP(=O)(OC)OC.COP(=O)(OC)OC.CNC(C)=O.CNC(C)=O.CNC(C)=O.CNC(C)=O.CNC(C)=O.CNC(C)=O.ClCCCl.ClCCCl
Lowest unoccupied orbital energy: 0.17 eV